BrH7Si3 | ωB97M-V with the def2-TZVPD basis set

Computed properties:
Molar mass   171.218 g/mol
Structure (SMILES)   [SiH3][SiH]([SiH3])Br
Charge   0
Gap between HOMO and LUMO   9.92 eV
F_max   0.0865 hartree/bohr
Relative energy (zero: lowest compared OMol25 entry of this formula, charge and spin)   0.0 kcal/mol
E_tot   -93787.55117 eV

Each line ends with the Mulliken charge.
Element x y z (Å)
Si  -0.101221  1.992796  0.222179  0.33
Si  -0.459798  -1.950418  0.282321  0.40
Si  0.622746  -0.039417  -0.503405  0.24
Br  2.832778  0.291431  0.009162  -0.28
H  0.093384  2.004301  1.701641  -0.08
H  0.036779  3.311840  -0.550591  -0.08
H  -1.515959  1.886003  0.194161  -0.15
H  0.127262  -2.818818  1.133283  -0.14
H  -0.448086  -2.659748  -1.153880  -0.07
H  -1.707234  -1.649425  0.750029  -0.13
H  0.519347  -0.368545  -2.084903  -0.04

Atomic forces in eV per Å
Si -0.388 1.115 0.084
Si 1.176 0.333 -4.277
Si 0.982 -0.265 -1.859
Br -0.297 -0.449 -0.141
H 0.499 0.252 -0.286
H 0.605 -0.872 0.532
H -1.525 -0.237 -0.127
H 1.572 -1.738 2.043
H -0.365 0.570 1.570
H -2.479 0.610 0.703
H 0.220 0.681 1.758

C11H30F6N6O10Y | ωB97M-V with the def2-TZVPD basis set

Computed properties:
Molar mass   609.287 g/mol
Charge   +1
Gap between HOMO and LUMO   7.86 eV
F_max   0.0599 hartree/bohr
Relative energy (zero: lowest compared OMol25 entry of this formula, charge and spin)   1.1 kcal/mol
E_tot   -58661.06233 eV

Each line ends with the Mulliken charge.
Element x y z (Å)
Y  0.071214  0.020254  -0.967782  2.64
C  0.922199  0.350198  2.561809  -0.39
O  -0.459595  0.202368  2.965603  -0.44
O  0.932265  0.295704  1.226101  -0.67
C  1.605318  1.565102  3.194926  0.81
F  2.921900  1.326395  3.304679  -0.30
F  1.461431  2.696749  2.460072  -0.27
F  1.137862  1.874552  4.411068  -0.28
C  -0.712871  -0.223339  4.295105  -0.11
C  -2.188309  -0.075458  4.606211  -1.51
H  -2.403247  -0.668335  5.498930  0.42
H  -2.431255  0.945456  4.910308  0.38
H  -2.867598  -0.389430  3.816038  0.29
H  -0.180586  0.355523  5.042735  0.41
H  -0.489954  -1.292858  4.364982  0.16
H  1.393862  -0.582227  2.922207  0.32
C  -1.598854  -2.975759  -0.240378  -0.39
O  -1.889215  -2.978257  1.119418  -0.32
O  -0.627212  -2.142063  -0.602477  -0.55
C  -1.429827  -4.416768  -0.788686  0.95
F  -0.620898  -5.175274  -0.026844  -0.27
F  -2.599733  -5.052571  -0.878685  -0.29
F  -0.892322  -4.377245  -2.027649  -0.26
C  -0.804043  -3.158213  2.052038  0.76
C  -1.484630  -3.378851  3.388279  -1.68
H  -1.897719  -4.393059  3.396041  0.45
H  -0.780957  -3.383279  4.222420  0.45
H  -2.317399  -2.692246  3.509893  0.21
H  -0.260696  -2.204138  2.043536  -0.42
H  -0.141296  -3.963645  1.753738  0.48
H  -2.527335  -2.659807  -0.755880  0.01
O  -1.970077  -0.009533  -2.189042  -0.31
H  -2.040925  0.791424  -2.721377  0.22
H  -2.770556  -0.515445  -2.366455  0.24
O  2.089815  -1.104137  -1.424324  -0.28
H  2.210215  -1.743563  -2.129568  0.13
H  2.917387  -1.099438  -0.929072  0.24
O  -1.752844  0.354792  0.778455  -0.44
H  -1.330828  0.261740  1.663075  0.49
H  -2.658443  0.627112  0.943704  0.23
C  2.999973  2.221590  -1.332184  0.37
O  1.981448  1.520867  -1.406861  -0.22
N  3.331477  2.900860  -0.210170  -0.35
N  3.859789  2.397818  -2.392264  -0.44
H  2.879340  2.763775  0.673257  0.15
H  4.193929  3.413201  -0.141342  0.19
H  4.671778  2.973111  -2.278573  0.18
H  3.829581  1.693591  -3.106126  0.23
C  0.555567  -0.267686  -4.512226  0.42
O  0.380151  -0.032059  -3.308791  -0.64
N  0.083148  0.567551  -5.477578  -0.39
N  1.286001  -1.330775  -4.956850  -0.41
H  0.248808  0.289283  -6.426796  0.17
H  -0.482625  1.349338  -5.215586  0.20
H  1.720116  -1.897014  -4.255601  0.17
H  1.708388  -1.314453  -5.867314  0.21
C  -0.844009  3.461984  -1.461386  0.53
O  -0.745834  2.267915  -1.166865  -0.39
N  0.133026  4.100577  -2.190548  -0.38
N  -1.898952  4.227348  -1.054517  -0.47
H  0.822663  3.565130  -2.679899  0.19
H  0.131819  5.098960  -2.095697  0.18
H  -2.463804  3.797888  -0.341543  0.25
H  -1.916037  5.218781  -1.197699  0.18

Atomic forces in eV per Å
Y -0.583 -0.939 2.878
C -1.030 -2.542 -1.202
O 0.428 1.306 0.756
O 0.482 0.920 -1.238
C -0.207 0.504 -0.166
F 0.042 0.135 -0.053
F 0.126 -0.213 -0.162
F 0.259 -0.006 0.043
C -0.927 -0.725 0.120
C -0.202 0.382 0.668
H -0.046 -0.157 -0.127
H -0.011 0.087 -0.338
H 0.160 -0.096 -0.133
H 0.313 -0.197 -0.138
H 0.463 0.232 0.079
H 0.450 0.438 0.703
C -0.798 0.714 -0.785
O -0.346 -0.752 0.357
O 1.877 1.471 -0.611
C 0.692 0.379 0.256
F 0.093 -0.219 -0.162
F -0.171 -0.061 -0.008
F -0.107 -0.169 -0.029
C -0.470 1.259 -0.232
C 0.169 -1.284 -0.244
H -0.184 0.119 -0.062
H -0.038 0.383 -0.019
H 0.165 0.191 0.198
H 0.253 -0.272 0.090
H 0.021 -0.089 0.115
H -0.401 -0.175 0.428
O -0.681 0.301 -0.387
H -0.067 -0.014 0.101
H 0.154 -0.253 0.285
O 0.763 -0.454 -0.109
H -0.182 -0.226 0.176
H -0.209 0.071 0.243
O -0.192 0.130 -0.546
H 0.057 -0.073 0.024
H -0.030 -0.098 -0.243
C -0.086 0.012 0.559
O 0.566 0.405 -0.372
N 0.418 0.308 -0.087
N -0.856 -0.152 0.406
H -0.681 -0.330 0.008
H 0.055 -0.094 -0.190
H 0.225 -0.137 -0.133
H 0.073 0.124 -0.151
C 0.350 0.633 0.082
O 0.021 -0.235 -0.652
N 0.600 -1.003 0.444
N -0.352 0.434 0.273
H -0.414 0.437 -0.238
H -0.064 0.113 -0.172
H 0.023 -0.188 -0.039
H -0.042 -0.133 -0.073
C 1.055 0.472 -0.079
O -0.576 -0.155 -0.488
N -1.644 -0.037 0.788
N 0.657 -0.946 -0.141
H 0.295 0.053 0.191
H 0.545 0.078 -0.584
H -0.127 0.256 0.061
H -0.124 0.080 0.061

C18H9Cl5N2OPt | ωB97M-V with the def2-TZVPD basis set

Computed properties:
Molar mass   641.626 g/mol
Charge   0
Gap between HOMO and LUMO   5.76 eV
F_max   0.0971 hartree/bohr
Relative energy (zero: lowest compared OMol25 entry of this formula, charge and spin)   55.8 kcal/mol
E_tot   -89695.68237 eV

Each line ends with the Mulliken charge.
Element x y z (Å)
Pt  0.077922  0.488567  -0.165450  0.48
Cl  1.912022  -5.082433  -4.559150  -0.19
C  1.741622  -3.585333  -3.742650  0.41
C  0.572822  -3.298533  -3.037250  -0.23
Cl  -0.728978  -4.414933  -3.058850  -0.19
C  0.472722  -2.125433  -2.307750  0.73
Cl  -0.947478  -1.817033  -1.386850  -0.20
C  1.516922  -1.163033  -2.264950  -0.06
O  1.504822  -0.107233  -1.547750  -0.97
C  2.645622  -1.443233  -3.087650  0.30
Cl  3.887822  -0.267333  -3.143150  -0.19
C  2.772922  -2.641933  -3.767150  0.00
Cl  4.207622  -2.978333  -4.642250  -0.18
C  0.611122  -1.796333  4.482250  -0.42
C  0.803522  -1.699933  3.109850  -0.89
C  0.196922  -0.697333  2.394550  0.21
C  -0.645978  0.252467  3.024250  0.31
C  -0.802278  0.152667  4.421750  -0.23
C  -0.177278  -0.847033  5.126250  -0.55
N  -1.262278  1.250267  2.377550  -0.78
N  -1.198278  1.359567  1.097450  0.47
C  -1.559578  2.411567  0.300950  0.22
C  -2.346278  3.545067  0.467550  -0.61
C  -2.477278  4.363167  -0.646850  -0.49
C  -1.817178  4.087467  -1.835050  -0.40
C  -0.979278  2.970767  -1.976950  -0.63
C  -0.877478  2.129967  -0.905050  0.25
H  1.090922  -2.590333  5.033950  0.40
H  1.449822  -2.405933  2.607850  0.44
H  0.375222  -0.626633  1.285650  0.47
H  -1.411878  0.890467  4.917150  0.47
H  -0.290378  -0.880133  6.198650  0.37
H  -2.820678  3.767667  1.409950  0.48
H  -3.103978  5.242367  -0.585650  0.37
H  -1.942278  4.738567  -2.687450  0.38
H  -0.451578  2.817867  -2.907750  0.46

Atomic forces in eV per Å
Pt -0.895 1.709 -1.577
Cl 0.022 -0.206 -0.171
C -0.141 0.200 0.130
C 0.457 -0.057 -0.174
Cl -0.134 -0.121 0.030
C 0.469 0.307 -0.052
Cl -0.389 -0.397 -0.019
C -0.168 -1.301 -0.762
O -0.370 1.272 1.070
C -0.372 -0.060 0.366
Cl 0.180 0.211 0.056
C -0.309 -0.042 0.054
Cl 0.137 -0.030 -0.120
C -0.135 0.336 -0.150
C 0.248 -0.292 0.044
C -0.205 0.493 -0.532
C 1.582 -2.336 0.308
C -0.136 0.394 -0.781
C 0.203 -0.320 0.232
N -2.277 3.046 -2.849
N 2.539 -2.293 3.634
C -0.714 1.360 -1.475
C 0.129 -0.396 0.101
C -0.146 0.202 0.232
C 0.293 -0.489 -0.150
C -0.214 0.484 -0.332
C 0.549 -0.873 1.087
H 0.018 -0.013 0.091
H -0.023 -0.032 -0.062
H 0.095 -0.844 1.493
H -0.107 0.093 0.055
H -0.061 -0.071 0.103
H -0.139 0.032 0.050
H 0.009 0.024 0.027
H -0.042 0.148 0.001
H 0.048 -0.139 0.042

Q: The highest charge belongs to which entry?
A: C11H30F6N6O10Y